Formula: C60H156N6O30P6
Source: OMol25
Level of theory: wB97M-V/def2-TZVPD

Properties
- Calculated total energy: -190859.612 eV
- LUMO: 0.46 eV
- Structure (SMILES): CCOP(=O)(OCC)OCC.CCOP(=O)(OCC)OCC.CCOP(=O)(OCC)OCC.CCOP(=O)(OCC)OCC.CCOP(=O)(OCC)OCC.CCOP(=O)(OCC)OCC.COC[C@H](C)N.COC[C@H](C)N.COC[C@H](C)N.COC[C@H](C)N.COC[C@H](C)N.COC[C@H](C)N

Structure (ORCA input):
```
! RIJCOSX wB97M-V def2-TZVPD def2/J DEFGRID3
* xyz 0 1
C -7.290 -8.848 -1.551
C -6.525 -7.603 -2.049
O -5.088 -7.884 -2.040
P -4.242 -7.083 -3.102
O -4.865 -6.013 -3.853
O -3.031 -6.537 -2.253
C -3.125 -5.253 -1.522
C -1.767 -4.622 -1.511
O -3.501 -8.289 -3.908
C -2.789 -9.309 -3.159
C -1.337 -9.016 -2.830
H -7.092 -9.590 -2.329
H -6.932 -9.103 -0.522
H -8.356 -8.490 -1.592
H -6.829 -7.336 -3.056
H -6.787 -6.773 -1.387
H -3.764 -4.630 -2.130
H -3.497 -5.431 -0.534
H -1.687 -3.850 -0.765
H -1.033 -5.363 -1.222
H -1.429 -4.237 -2.497
H -3.372 -9.603 -2.276
H -2.833 -10.107 -3.897
H -0.701 -8.826 -3.695
H -1.263 -8.084 -2.278
H -0.946 -9.918 -2.294
C -3.728 -0.740 4.169
C -4.520 0.093 3.222
O -4.134 1.512 3.230
P -4.805 2.595 4.079
O -5.079 2.340 5.482
O -6.067 2.989 3.169
C -5.945 3.373 1.787
C -7.361 3.300 1.293
O -3.821 3.827 3.906
C -2.962 4.280 4.984
C -1.743 3.400 5.035
H -4.167 -1.781 4.054
H -2.686 -0.774 3.844
H -3.844 -0.452 5.232
H -4.315 -0.276 2.207
H -5.634 0.020 3.360
H -5.526 4.372 1.674
H -5.272 2.606 1.360
H -7.582 3.512 0.242
H -7.731 2.311 1.504
H -8.031 3.998 1.781
H -2.628 5.285 4.709
H -3.479 4.252 5.904
H -1.334 3.301 4.038
H -1.031 3.850 5.752
H -1.989 2.461 5.475
C 0.605 7.636 2.322
C -0.505 7.159 1.438
O -0.407 7.481 -0.028
P 0.190 6.496 -1.107
O 0.155 5.048 -0.799
O -0.565 6.845 -2.440
C -1.988 6.578 -2.572
C -2.339 5.229 -3.057
O 1.614 7.154 -1.385
C 2.326 6.671 -2.548
C 3.497 5.850 -2.089
H 0.356 7.754 3.406
H 1.516 7.123 2.242
H 0.803 8.700 1.994
H -0.520 6.060 1.479
H -1.455 7.684 1.634
H -2.458 6.845 -1.631
H -2.263 7.315 -3.316
H -3.349 5.312 -3.431
H -1.765 4.840 -3.862
H -2.411 4.505 -2.218
H 1.614 6.200 -3.165
H 2.700 7.595 -3.048
H 4.311 6.463 -1.699
H 3.180 5.087 -1.354
H 3.914 5.227 -2.919
C -4.999 2.216 -8.405
C -3.836 2.095 -9.459
O -3.130 0.799 -9.249
P -2.131 0.607 -8.039
O -1.787 1.792 -7.190
O -2.639 -0.640 -7.226
C -3.146 -0.710 -5.871
C -2.220 -1.720 -5.178
O -0.824 0.048 -8.778
C 0.047 -0.691 -7.854
C 1.471 -0.789 -8.454
H -5.374 3.229 -8.378
H -5.795 1.536 -8.578
H -4.501 2.040 -7.454
H -4.180 2.271 -10.489
H -3.105 2.848 -9.249
H -3.097 0.321 -5.496
H -4.196 -1.110 -5.939
H -2.190 -2.632 -5.826
H -1.208 -1.299 -5.114
H -2.628 -2.075 -4.229
H 0.050 -0.162 -6.900
H -0.274 -1.702 -7.747
H 2.119 -1.348 -7.801
H 1.356 -1.355 -9.417
H 1.936 0.188 -8.537
C 5.543 -3.058 4.797
C 4.699 -2.148 4.002
O 3.291 -2.569 3.811
P 2.710 -3.011 2.400
O 3.084 -2.136 1.254
O 2.986 -4.582 2.245
C 4.230 -4.969 1.611
C 4.243 -6.449 1.411
O 1.226 -2.970 2.874
C 0.219 -3.853 2.248
C -0.577 -4.587 3.303
H 5.043 -3.136 5.774
H 5.551 -4.016 4.237
H 6.494 -2.537 4.863
H 4.641 -1.215 4.530
H 5.090 -1.944 2.991
H 4.216 -4.374 0.715
H 5.088 -4.678 2.227
H 3.436 -6.796 0.784
H 5.040 -6.636 0.655
H 4.338 -6.980 2.318
H -0.382 -3.179 1.628
H 0.819 -4.589 1.688
H -1.263 -3.911 3.916
H -1.260 -5.196 2.756
H 0.013 -5.154 4.040
C -2.191 3.858 0.889
C -1.341 2.741 0.347
O -1.625 1.500 1.171
P -0.669 0.251 1.139
O -1.387 -1.008 1.453
O 0.605 0.361 2.126
C 0.325 0.262 3.566
C 1.745 0.510 4.225
O -0.044 0.216 -0.296
C 0.561 -1.054 -0.791
C 0.086 -1.158 -2.187
H -2.139 4.715 0.273
H -3.187 3.493 0.874
H -1.991 4.029 1.923
H -1.538 2.326 -0.650
H -0.252 2.879 0.358
H -0.451 1.003 3.809
H -0.034 -0.753 3.793
H 2.017 1.495 3.827
H 1.745 0.430 5.312
H 2.387 -0.184 3.751
H 1.607 -1.006 -0.736
H 0.107 -1.816 -0.195
H -1.015 -1.296 -2.388
H 0.478 -0.346 -2.799
H 0.620 -2.008 -2.632
C 1.628 2.767 -2.370
O 0.734 3.289 -3.363
C 0.492 2.458 -4.531
C 1.479 2.913 -5.591
C 1.203 4.326 -6.133
N 1.606 1.927 -6.658
H 2.596 2.579 -2.842
H 1.283 1.759 -1.932
H 1.691 3.579 -1.614
H 0.578 1.377 -4.350
H -0.484 2.822 -4.899
H 2.469 2.885 -5.079
H 0.242 4.245 -6.786
H 2.033 4.619 -6.728
H 1.070 4.979 -5.231
H 2.503 2.046 -7.122
H 0.829 2.004 -7.327
C 2.909 4.122 2.375
O 3.769 2.987 2.203
C 3.467 2.130 1.146
C 4.779 1.704 0.465
C 5.296 2.841 -0.399
N 4.463 0.569 -0.320
H 3.383 4.873 2.926
H 2.002 3.822 2.829
H 2.633 4.614 1.407
H 2.876 1.256 1.456
H 2.917 2.613 0.349
H 5.665 1.507 1.136
H 4.640 3.134 -1.234
H 6.246 2.592 -0.886
H 5.526 3.655 0.290
H 4.392 -0.318 0.156
H 5.267 0.452 -0.934
C 2.413 -0.585 -4.365
O 2.800 -1.846 -3.910
C 3.724 -1.733 -2.740
C 4.135 -3.103 -2.336
C 2.869 -3.814 -1.988
N 5.073 -3.109 -1.180
H 2.098 0.077 -3.620
H 1.590 -0.601 -5.034
H 3.231 -0.108 -4.962
H 4.645 -1.257 -3.122
H 3.320 -1.253 -1.868
H 4.675 -3.570 -3.102
H 2.080 -3.712 -2.728
H 2.548 -3.206 -1.090
H 2.993 -4.791 -1.652
H 5.813 -2.373 -1.291
H 4.612 -2.658 -0.466
C 3.919 -1.499 7.606
O 2.685 -1.914 7.039
C 2.002 -2.735 7.959
C 0.810 -3.394 7.248
C -0.207 -4.104 8.076
N 1.362 -4.321 6.291
H 4.651 -2.341 7.574
H 3.929 -1.169 8.666
H 4.273 -0.653 7.031
H 2.715 -3.470 8.401
H 1.668 -2.118 8.873
H 0.267 -2.474 6.826
H -0.921 -4.679 7.504
H -0.683 -3.441 8.772
H 0.404 -4.780 8.644
H 1.971 -3.954 5.557
H 0.686 -4.918 5.797
C 6.654 1.416 5.734
O 5.487 1.631 6.441
C 4.900 2.932 6.357
C 4.058 3.272 7.563
C 3.167 2.090 7.968
N 3.210 4.371 7.293
H 7.289 0.671 6.232
H 7.163 2.343 5.759
H 6.442 1.272 4.685
H 5.669 3.683 6.197
H 4.246 2.911 5.477
H 4.753 3.520 8.371
H 2.650 2.108 8.928
H 3.718 1.176 7.975
H 2.369 1.944 7.224
H 2.293 4.147 6.967
H 3.615 5.115 6.730
C -3.001 1.847 -3.377
O -3.272 0.472 -3.202
C -3.452 0.068 -1.809
C -4.146 -1.264 -1.834
C -5.595 -1.130 -2.365
N -4.087 -1.729 -0.449
H -2.162 2.131 -2.784
H -3.815 2.568 -3.147
H -2.707 1.996 -4.444
H -2.651 0.264 -1.137
H -4.210 0.790 -1.356
H -3.638 -1.960 -2.537
H -6.149 -2.046 -2.472
H -5.444 -0.663 -3.359
H -6.071 -0.416 -1.690
H -4.386 -2.687 -0.185
H -3.144 -1.596 -0.037
*
```